The following is a DFT calculation (the ωB97M-V functional and the def2-TZVPD basis) of a structure of composition C32H46BrN3P2PtS.

```
! wB97M-V def2-TZVPD RIJCOSX def2/J DEFGRID3
* xyz 4 5
N -5.705 3.456 -4.107
C -5.721 3.713 -2.804
C -4.988 2.935 -1.893
C -4.161 1.920 -2.429
C -4.285 1.555 -3.772
C -5.040 2.412 -4.610
C -2.984 1.477 -1.621
Pt -2.211 -0.354 -1.784
P 3.485 -0.831 0.465
C -1.688 1.459 -2.381
C -0.460 1.941 -1.681
C 0.820 1.677 -2.212
C 1.926 1.853 -1.387
C 1.728 2.180 -0.028
C 0.463 2.621 0.416
C -0.608 2.617 -0.441
Br 1.586 -0.263 1.442
H -3.033 1.924 -0.620
H -1.723 1.682 -3.450
H -4.975 3.161 -0.837
H -3.771 0.698 -4.207
H -6.296 4.572 -2.437
H -5.061 2.257 -5.683
H 0.907 1.315 -3.248
H -1.557 3.063 -0.129
H 2.968 1.788 -1.770
H 0.307 3.001 1.425
P -1.556 -2.519 -1.323
C 4.317 0.490 1.256
C 5.075 1.606 0.674
H 4.033 0.624 2.304
H 2.582 2.272 0.630
H 4.616 2.528 1.074
H 6.131 1.630 1.009
H 5.069 1.706 -0.424
C 3.560 -1.217 -1.281
C 4.937 -1.769 -1.754
H 3.284 -0.319 -1.858
H 2.771 -1.971 -1.465
H 4.898 -1.990 -2.833
H 5.762 -1.057 -1.592
H 5.205 -2.715 -1.262
C 3.992 -2.375 1.299
C 4.910 -2.173 2.507
H 4.505 -3.033 0.578
H 3.066 -2.859 1.595
H 4.652 -2.929 3.255
H 5.972 -2.297 2.247
H 4.798 -1.193 2.980
C -0.783 -3.578 0.012
C -1.638 -4.628 0.768
H -0.298 -2.888 0.713
H 0.024 -4.148 -0.487
H -2.047 -4.208 1.696
H -2.490 -5.021 0.195
H -1.022 -5.496 1.029
C -0.244 -2.635 -2.616
C -0.700 -3.351 -3.879
H 0.633 -3.129 -2.173
H 0.044 -1.590 -2.825
H -0.845 -4.425 -3.708
H -1.638 -2.942 -4.273
H 0.080 -3.236 -4.640
C -3.267 -3.121 -1.466
C -4.055 -2.346 -0.399
H -3.276 -4.205 -1.339
H -3.592 -2.838 -2.473
H -5.042 -2.086 -0.793
H -4.196 -2.915 0.527
H -3.584 -1.373 -0.132
N -2.301 -0.561 3.514
C -1.591 0.535 3.859
N -0.359 0.778 3.478
C 0.137 1.948 4.008
C 1.400 2.518 3.774
C 1.679 3.799 4.253
C 0.728 4.478 5.039
C -0.537 3.928 5.278
C -0.821 2.657 4.789
S -2.314 1.735 4.913
H -3.214 -0.685 3.936
H -1.828 -1.326 3.035
H 2.131 1.945 3.204
H 2.627 4.262 4.020
H 1.002 5.436 5.471
H -1.301 4.443 5.859
*
```

Summary:
E   -141058.2779 eV
Frontier orbital gap (spin up / spin down)   7.80 / 4.58 eV


The following is a DFT calculation (the ωB97M-V functional and the def2-TZVPD basis) of a structure of composition C32H46Cl2O5P4V.

```
! wB97M-V def2-TZVPD RIJCOSX def2/J DEFGRID3
* xyz 2 2
P -1.046 0.538 -2.575
C -2.071 -0.514 -3.594
C -3.329 -0.061 -4.052
H -3.733 0.878 -3.679
C -4.028 -0.809 -5.001
H -4.990 -0.452 -5.365
C -3.485 -2.001 -5.495
H -4.023 -2.570 -6.253
C -2.252 -2.463 -5.019
H -1.828 -3.390 -5.407
C -1.552 -1.733 -4.060
H -0.590 -2.084 -3.678
C -2.029 1.728 -1.658
C -3.072 1.247 -0.842
H -3.381 0.205 -0.924
C -3.716 2.112 0.040
H -4.491 1.721 0.703
C -3.388 3.470 0.057
H -3.912 4.148 0.733
C -2.405 3.963 -0.804
H -2.169 5.032 -0.814
C -1.723 3.104 -1.664
H -0.977 3.491 -2.359
C 0.232 1.367 -3.560
C -0.089 1.920 -4.815
H -1.102 1.814 -5.206
C 0.882 2.609 -5.544
H 0.625 3.048 -6.508
C 2.182 2.743 -5.041
H 2.938 3.288 -5.608
C 2.518 2.177 -3.809
H 3.529 2.266 -3.411
C 1.548 1.491 -3.076
H 1.812 1.025 -2.127
V 0.441 -1.555 0.365
C 0.753 -0.385 2.157
C 0.722 0.965 2.028
H 0.927 -0.882 3.132
C 0.520 1.486 0.600
O 1.519 2.505 0.305
H 1.454 2.795 -0.627
C 0.637 0.300 -0.247
H -0.497 1.919 0.502
C 0.014 -0.476 -1.188
Cl 0.159 -3.610 -0.634
P 2.800 -1.738 0.491
P -1.422 -2.163 1.836
C 3.395 -3.448 0.487
H 2.668 -4.071 -0.040
H 3.476 -3.783 1.529
H 4.366 -3.473 -0.020
C 3.611 -0.939 -0.929
H 3.468 0.145 -0.872
H 3.172 -1.310 -1.863
H 4.681 -1.179 -0.896
C 3.704 -1.025 1.898
H 3.594 -1.682 2.775
H 3.305 -0.028 2.115
H 4.764 -0.947 1.622
C -1.268 -3.873 2.440
H -0.630 -3.893 3.331
H -0.781 -4.475 1.668
H -2.270 -4.264 2.653
C -1.979 -1.308 3.342
H -2.026 -0.228 3.157
H -1.257 -1.508 4.142
H -2.973 -1.670 3.641
C -2.874 -2.159 0.753
H -2.605 -2.593 -0.217
H -3.217 -1.129 0.604
H -3.665 -2.752 1.226
P 0.812 2.170 3.385
C 0.935 1.265 4.918
C -0.692 3.149 3.310
H 1.662 0.448 4.827
H -0.041 0.848 5.199
H 1.263 1.963 5.702
H -0.893 3.446 2.272
H -0.568 4.049 3.928
H -1.538 2.563 3.690
C 2.243 3.205 3.107
H 3.134 2.701 3.497
H 2.102 4.168 3.617
H 2.332 3.347 2.025
H 0.614 -1.187 -1.794
O 1.627 -4.570 3.188
Cl 2.215 -3.815 4.306
O 2.250 -4.624 5.505
O 3.575 -3.402 3.925
O 1.399 -2.601 4.542
*
```

Summary:
E   -132032.3702 eV
Frontier orbital gap (spin up / spin down)   6.25 / 5.89 eV


The following is a DFT calculation (the ωB97M-V functional and the def2-TZVPD basis) of a structure of composition C32H46N6O6Ti.

```
! wB97M-V def2-TZVPD RIJCOSX def2/J DEFGRID3
* xyz 0 3
Ti -0.156 0.189 1.285
C -4.488 1.531 2.894
C -3.846 0.186 3.310
N -2.409 0.266 3.392
C -1.838 1.147 4.383
C -0.601 1.907 3.871
N -0.624 2.197 2.431
C -1.427 3.363 2.025
C -2.911 3.403 2.389
N -3.720 2.303 1.963
H -5.476 1.313 2.476
H -4.678 2.132 3.792
H -4.330 -0.138 4.248
H -4.075 -0.570 2.555
H -1.966 -0.637 3.354
H -2.602 1.865 4.682
H -1.549 0.626 5.309
H -0.482 2.830 4.456
H 0.300 1.312 4.044
H 0.338 2.471 2.201
H -0.982 4.267 2.468
H -1.321 3.455 0.942
H -3.015 3.504 3.472
H -3.272 4.361 1.980
H -3.977 2.262 0.995
C 4.961 -0.118 -4.560
O 3.805 0.269 -3.844
C 2.611 -0.251 -4.258
C 2.440 -1.045 -5.379
C 1.170 -1.509 -5.711
C 0.078 -1.164 -4.939
C 0.245 -0.353 -3.824
C 1.508 0.089 -3.465
N 1.697 0.934 -2.355
C 0.952 0.698 -1.191
N 0.250 1.794 -0.635
C -1.200 1.608 -0.874
C -1.800 0.633 -0.105
C -3.113 0.311 -0.481
C -3.757 0.987 -1.503
C -3.130 2.023 -2.205
C -1.814 2.332 -1.895
O -1.060 3.291 -2.509
C -1.591 3.867 -3.685
N 0.750 -0.407 -0.580
C 1.317 -1.646 -0.960
C 0.466 -2.709 -1.210
C 0.980 -3.956 -1.533
C 2.355 -4.130 -1.572
C 3.216 -3.077 -1.290
C 2.703 -1.821 -0.981
O 3.456 -0.739 -0.675
C 4.830 -0.944 -0.412
H 5.803 0.333 -4.041
H 4.931 0.250 -5.589
H 5.072 -1.206 -4.566
H 3.286 -1.313 -5.995
H 1.044 -2.136 -6.584
H -0.912 -1.516 -5.197
H -0.607 -0.071 -3.215
H 2.660 1.201 -2.191
H 0.585 2.651 -1.057
H -3.657 -0.462 0.052
H -4.773 0.723 -1.775
H -3.660 2.548 -2.987
H -0.802 4.488 -4.103
H -2.464 4.488 -3.464
H -1.868 3.095 -4.407
H -0.601 -2.536 -1.146
H 0.312 -4.781 -1.741
H 2.772 -5.098 -1.815
H 4.285 -3.236 -1.311
H 5.204 0.003 -0.031
H 5.371 -1.212 -1.324
H 4.973 -1.721 0.342
O 1.786 0.750 1.665
O 2.205 1.931 2.046
C 1.333 -1.781 3.967
C 0.274 -2.409 3.064
C -0.868 -2.992 3.894
C 0.891 -3.499 2.192
O -0.251 -1.405 2.217
H 1.837 -2.543 4.566
H 0.874 -1.063 4.652
H 2.078 -1.254 3.371
H -0.528 -3.842 4.488
H -1.670 -3.332 3.237
H -1.271 -2.247 4.584
H 1.300 -4.300 2.812
H 1.696 -3.094 1.577
H 0.139 -3.926 1.527
*
```

Summary:
E   -78268.5987 eV
Frontier orbital gap (spin up / spin down)   7.32 / 8.02 eV


The following is a DFT calculation (the ωB97M-V functional and the def2-TZVPD basis) of a structure of composition C32H47AsClF6MnN4O6S3.

```
! wB97M-V def2-TZVPD RIJCOSX def2/J DEFGRID3
* xyz 2 5
Mn -0.110 -0.513 0.423
F 2.644 2.607 1.299
C 1.513 2.359 1.937
F 1.528 1.078 2.346
F 1.385 3.144 2.981
S 0.080 2.644 0.783
O 0.013 1.421 -0.066
O 0.381 3.841 0.098
N -1.184 2.713 1.699
S -1.995 1.411 2.080
O -1.159 0.192 2.054
O -3.263 1.305 1.441
C -2.292 1.672 3.884
F -2.976 0.626 4.329
F -2.975 2.779 4.058
F -1.127 1.740 4.502
C 2.302 -4.335 0.573
C 1.380 -3.914 1.713
As -0.211 -2.957 1.146
C -1.403 -2.857 2.680
C -2.126 -4.178 2.937
C -1.037 -4.048 -0.230
C -0.457 -3.839 -1.625
H 3.229 -4.734 0.983
H 2.569 -3.503 -0.079
H 1.845 -5.115 -0.034
H 1.889 -3.320 2.472
H 0.968 -4.791 2.222
H -2.095 -2.039 2.486
H -0.776 -2.561 3.523
H -2.786 -4.443 2.110
H -2.741 -4.078 3.831
H -1.434 -5.003 3.107
H -2.105 -3.828 -0.197
H -0.894 -5.077 0.110
H -0.561 -2.805 -1.957
H -0.990 -4.468 -2.338
H 0.598 -4.102 -1.677
C -6.727 -5.189 -1.092
C -5.678 -4.131 -1.252
C -4.928 -4.042 -2.423
C -3.978 -3.045 -2.588
C -3.792 -2.123 -1.569
C -4.525 -2.183 -0.387
C -5.456 -3.192 -0.237
S -2.569 -0.880 -1.798
C -3.555 0.601 -1.763
O -1.822 -0.858 -0.436
H -6.487 -6.079 -1.671
H -7.688 -4.814 -1.450
H -6.854 -5.472 -0.049
H -5.088 -4.763 -3.215
H -3.395 -2.987 -3.500
H -4.365 -1.454 0.400
H -6.038 -3.249 0.675
H -4.104 0.656 -0.826
H -4.227 0.538 -2.619
H -2.887 1.455 -1.870
C 8.249 -0.896 1.847
C 7.230 -2.036 1.957
C 7.505 -3.049 0.833
C 7.479 -2.765 3.287
C 5.755 -1.493 1.882
O 4.830 -2.559 2.153
C 5.466 -0.283 2.798
C 5.318 -0.535 4.306
C 4.328 0.415 4.934
C 4.606 1.778 4.998
C 3.717 2.663 5.587
C 2.530 2.179 6.118
Cl 1.441 3.272 6.904
C 2.224 0.831 6.054
C 3.126 -0.042 5.460
C 5.461 -1.048 0.446
N 4.036 -0.829 0.144
C 2.936 -1.027 0.841
N 1.885 -0.680 0.100
C 2.435 -0.251 -1.083
N 3.733 -0.342 -1.085
H 9.249 -1.321 1.755
H 8.250 -0.256 2.729
H 8.087 -0.272 0.966
H 8.412 -3.606 1.068
H 7.676 -2.569 -0.131
H 6.693 -3.771 0.727
H 8.528 -3.058 3.327
H 6.914 -3.699 3.379
H 7.284 -2.148 4.160
H 5.230 -3.132 2.816
H 4.537 0.184 2.457
H 6.234 0.468 2.617
H 6.282 -0.416 4.804
H 4.992 -1.560 4.495
H 5.545 2.156 4.611
H 3.948 3.717 5.659
H 1.305 0.469 6.496
H 2.907 -1.105 5.449
H 5.792 -1.781 -0.282
H 5.959 -0.103 0.236
H 2.921 -1.403 1.848
H 1.866 0.127 -1.916
*
```

Summary:
E   -205670.5756 eV
Frontier orbital gap (spin up / spin down)   4.47 / 6.87 eV


The following is a DFT calculation (the ωB97M-V functional and the def2-TZVPD basis) of a structure of composition C32H47BrN4PSbZr.

```
! wB97M-V def2-TZVPD RIJCOSX def2/J DEFGRID3
* xyz 4 1
Zr 0.132 -0.307 0.083
Br -0.942 4.975 -4.600
C -1.062 3.907 -3.076
C 0.046 3.170 -2.651
C -0.059 2.395 -1.506
C -1.263 2.347 -0.792
C -2.375 3.070 -1.223
C -2.261 3.855 -2.357
N -1.309 1.434 0.289
C -2.101 1.445 1.297
C -2.034 0.295 2.197
C -2.852 0.205 3.310
C -2.756 -0.916 4.137
C -1.844 -1.905 3.813
C -1.055 -1.754 2.681
N -1.133 -0.687 1.872
H 0.979 3.236 -3.193
H 0.853 1.925 -1.126
H -3.325 3.016 -0.707
H -3.110 4.431 -2.702
H -2.817 2.240 1.490
H -3.556 0.996 3.530
H -3.388 -1.003 5.012
H -1.733 -2.792 4.421
H -0.341 -2.520 2.404
C -4.698 -2.333 -2.832
C -4.224 -1.171 -1.961
C -4.402 0.184 -2.638
Sb -2.136 -1.413 -1.464
C -1.620 -3.446 -0.931
C -1.457 -4.398 -2.111
C -2.667 -3.928 0.078
C -0.981 -0.893 -3.196
C 0.487 -1.043 -2.806
C -1.273 -1.617 -4.509
H -5.751 -2.170 -3.068
H -4.630 -3.297 -2.329
H -4.160 -2.387 -3.779
H -4.745 -1.185 -1.002
H -3.887 0.228 -3.600
H -4.059 1.015 -2.017
H -5.463 0.338 -2.836
H -0.651 -3.387 -0.405
H -2.348 -4.437 -2.740
H -1.282 -5.407 -1.735
H -0.611 -4.132 -2.748
H -3.647 -4.046 -0.384
H -2.784 -3.245 0.925
H -2.384 -4.904 0.474
H -1.185 0.176 -3.330
H 0.766 -2.056 -2.501
H 0.865 -0.322 -2.014
H 1.163 -0.728 -3.608
H -1.119 -2.693 -4.436
H -0.611 -1.238 -5.290
H -2.294 -1.441 -4.844
C 2.210 4.263 2.292
N 2.561 2.819 2.418
C 3.745 2.468 3.244
C 1.876 1.938 1.819
N 1.238 1.118 1.260
H 3.022 4.764 1.768
H 2.093 4.666 3.295
H 1.282 4.356 1.736
H 4.631 2.888 2.773
H 3.823 1.387 3.321
H 3.600 2.900 4.232
C 2.096 -3.837 -0.071
P 2.122 -2.168 0.640
C 2.642 -2.344 2.366
C 3.373 -1.196 -0.227
C 3.575 -1.357 -1.604
C 4.579 -0.655 -2.254
C 5.393 0.212 -1.539
C 5.208 0.375 -0.169
C 4.205 -0.319 0.484
H 1.729 -3.838 -1.096
H 1.454 -4.481 0.532
H 3.112 -4.238 -0.057
H 3.690 -2.653 2.406
H 2.045 -3.125 2.840
H 2.517 -1.420 2.928
H 3.004 -2.083 -2.168
H 4.753 -0.815 -3.309
H 6.192 0.740 -2.041
H 5.877 1.016 0.388
H 4.108 -0.223 1.558
*
```

Summary:
E   -127018.0002 eV
Frontier orbital gap   5.63 eV


For reference, max |F| by record: 0.077; 0.131; 0.023; 0.014; 0.011 Eh/bohr.